Here is a structure of composition C46H56N13PS from the OMol25 dataset. Energies are from wB97M-V/def2-TZVPD.

Properties
Max |F|: 4.385 eV Å⁻¹
Orbital gap: 6.173 eV
LUMO level: -1.66 eV
Highest occupied orbital energy: -7.838 eV
Relative energy (zero: lowest compared OMol25 entry of this formula, charge and spin): 1.9312 eV

```
! wB97M-V def2-TZVPD RIJCOSX def2/J DEFGRID3
* xyz 0 1
N 1.17261 -2.24024 -0.20613
P 0.61074 -2.42987 1.28840
C -1.24850 -2.32118 1.14087
C -1.96641 -3.36560 0.31977
C -3.39692 -3.31910 0.13452
C -4.12950 -2.18581 0.80194
N -5.48103 -1.87753 0.78400
S -5.67253 -0.50970 1.71956
N -4.12342 -0.14029 2.25761
C -3.40765 -1.14347 1.64103
C -1.92117 -1.22166 1.79307
H 0.37077 -2.12977 -0.83756
H 1.03131 -3.72489 1.75602
H 1.14386 -1.40820 2.14837
H -1.40359 -4.18969 -0.19474
H -3.93846 -4.06793 -0.48383
H -1.31118 -0.48642 2.36387
N -8.76909 -2.80605 -1.55986
C -8.68844 -1.81686 -0.61781
C -9.74922 -0.96800 -0.80411
C -10.50233 -1.46762 -1.89782
C -9.87480 -2.60349 -2.34125
H -8.11738 -3.56446 -1.66166
H -7.88304 -1.80408 0.10132
H -9.96202 -0.08652 -0.21935
H -11.40328 -1.04215 -2.31239
H -10.11748 -3.28244 -3.14310
N -14.83477 -0.96354 -1.84211
C -15.98385 -0.22327 -1.76204
C -16.06349 0.29709 -0.49600
C -14.91564 -0.14124 0.21389
C -14.17577 -0.91424 -0.64335
H -14.52284 -1.46506 -2.65547
H -16.64359 -0.13275 -2.61009
H -16.85730 0.92413 -0.12104
H -14.66089 0.08533 1.23744
H -13.24046 -1.43354 -0.50478
N 3.79920 -1.63713 -1.53830
C 4.77226 -2.59320 -1.62831
C 5.56199 -2.29698 -2.71161
C 5.04741 -1.11276 -3.29452
C 3.96075 -0.72842 -2.54679
H 3.07105 -1.60677 -0.83556
H 4.81914 -3.40169 -0.91600
H 6.41465 -2.86757 -3.04640
H 5.42888 -0.59901 -4.16363
H 3.29065 0.11044 -2.64624
N 3.20327 3.47417 -1.08609
C 4.18860 2.52481 -1.17058
C 4.97946 2.83152 -2.24749
C 4.45883 4.01435 -2.83330
C 3.36525 4.38944 -2.09532
H 2.47386 3.49605 -0.39171
H 4.23834 1.71516 -0.46018
H 5.83831 2.26877 -2.57800
H 4.84285 4.53189 -3.69926
H 2.68872 5.22401 -2.20020
N 2.87221 5.75239 1.04094
C 1.71313 6.47973 1.10402
C 1.61028 7.00289 2.36878
C 2.75366 6.57980 3.09384
C 3.51397 5.81290 2.24722
H 3.20199 5.25112 0.23054
H 1.06332 6.56060 0.24615
H 0.80439 7.62170 2.73192
H 2.99245 6.81184 4.12000
H 4.45343 5.30501 2.39935
N 6.88051 4.62591 4.37120
C 7.48311 3.39682 4.33094
C 6.98496 2.64739 5.36517
C 6.04104 3.45188 6.05379
C 5.99592 4.66472 5.41657
H 7.05899 5.38164 3.73253
H 8.21327 3.16385 3.57248
H 7.26629 1.63294 5.60088
H 5.45997 3.17246 6.91878
H 5.41412 5.55061 5.61570
N 2.66150 -6.22297 2.55415
C 2.35786 -5.84822 3.83718
C 1.80850 -6.92996 4.47513
C 1.78382 -8.00099 3.54504
C 2.31844 -7.53572 2.37125
H 3.07278 -5.62712 1.85611
H 2.55804 -4.84614 4.18208
H 1.46353 -6.95095 5.49698
H 1.41607 -9.00043 3.71750
H 2.48303 -8.02311 1.42427
N 2.75995 -8.96354 -1.37908
C 2.97951 -9.26767 -2.69569
C 2.82901 -10.62187 -2.84696
C 2.50046 -11.15577 -1.57411
C 2.46236 -10.10934 -0.68960
H 2.80896 -8.04203 -0.98113
H 3.22447 -8.49611 -3.40795
H 2.94115 -11.16910 -3.76982
H 2.31258 -12.19068 -1.33437
H 2.25115 -10.08043 0.36749
N -0.40200 3.91290 1.01990
C -1.25867 4.19999 -0.00878
C -1.90533 3.04094 -0.35879
C -1.42498 2.01620 0.49490
C -0.50066 2.58504 1.33611
H 0.20638 4.57740 1.47454
H -1.33317 5.20124 -0.40264
H -2.64244 2.94128 -1.14021
H -1.72204 0.98007 0.49374
H 0.09451 2.16062 2.12967
N 5.95605 7.34472 -3.27067
C 5.28377 8.13611 -4.16272
C 6.19558 8.63282 -5.05847
C 7.46632 8.11710 -4.69693
C 7.28615 7.32409 -3.59273
H 5.53731 6.85338 -2.49881
H 4.21781 8.27784 -4.08194
H 5.97440 9.29248 -5.88298
H 8.40668 8.30550 -5.19102
H 7.98734 6.74930 -3.00905
*
```

Here is a structure of composition C19H26AsF6N2NaO9S3 from the OMol25 dataset. Energies are from wB97M-V/def2-TZVPD.

Properties
Max |F|: 1.657 eV Å⁻¹
Orbital gap: 6.945 eV
LUMO level: 3.83 eV
Highest occupied orbital energy: -3.113 eV
Relative energy (zero: lowest compared OMol25 entry of this formula, charge and spin): 1.4345 eV

```
! wB97M-V def2-TZVPD RIJCOSX def2/J DEFGRID3
* xyz -2 1
Na 0.17802 0.58838 0.70408
O -2.34402 3.21274 -2.60127
C -1.70953 2.57729 -1.73614
O -0.70479 1.84138 -1.88874
C -2.25562 2.69030 -0.29687
C -3.57081 3.08509 -0.06588
C -4.04164 3.10010 1.23846
C -3.18536 2.75562 2.27367
C -1.87620 2.41447 1.95807
N -1.43550 2.37132 0.69987
C -0.86645 2.04832 3.07370
O -1.30029 1.99608 4.23277
O 0.30167 1.87611 2.64690
H -4.17948 3.35538 -0.91735
H -5.07127 3.37639 1.44434
H -3.48150 2.73407 3.31306
F 3.13369 -2.38676 2.98551
C 3.36070 -1.21426 3.57669
F 4.55011 -0.76263 3.13192
F 3.49453 -1.44140 4.89325
S 2.03909 0.05131 3.22895
O 1.97386 -0.04277 1.78778
O 2.60039 1.15925 3.91852
N 0.83160 -0.69598 3.93520
S -0.20171 -1.50811 3.07580
O -0.97375 -0.73758 2.13087
O 0.26900 -2.78337 2.60669
C -1.44603 -1.97561 4.35684
F -2.03465 -0.93329 4.91891
F -2.38780 -2.71622 3.75099
F -0.89670 -2.72695 5.32169
O 2.59667 -0.64709 -1.41826
S 3.50621 0.39767 -0.87299
C 4.41854 1.03636 -2.34031
C 3.59349 2.18171 -2.90660
C 3.17556 2.97630 -1.67664
C 2.54942 1.95339 -0.73332
H 4.53550 0.17124 -2.99157
H 5.40326 1.37805 -2.01116
H 2.70424 1.78656 -3.40346
H 4.15273 2.77789 -3.63146
H 2.46269 3.77110 -1.89907
H 4.05945 3.43631 -1.22114
H 1.53383 1.75358 -1.09399
H 2.50292 2.26079 0.31078
C -3.75120 -1.96713 -1.62633
C -2.77731 -1.08509 -0.85783
As -0.85492 -1.33763 -1.21501
C -0.93656 -1.27016 -3.18444
C 0.42969 -1.15826 -3.84561
C -0.76741 -3.28388 -0.89789
C 0.67719 -3.76843 -0.83372
H -4.78239 -1.79200 -1.30429
H -3.53910 -3.02839 -1.47645
H -3.70952 -1.76953 -2.69939
H -2.88610 -1.22607 0.22015
H -2.97123 -0.02819 -1.05562
H -1.52495 -0.37562 -3.40044
H -1.48427 -2.14445 -3.55063
H 0.97096 -0.30007 -3.44919
H 0.32955 -1.03688 -4.92923
H 1.05000 -2.03782 -3.65991
H -1.33440 -3.81551 -1.66866
H -1.26074 -3.45257 0.06283
H 1.22909 -3.51421 -1.74143
H 0.73189 -4.85291 -0.69694
H 1.19767 -3.29770 0.00095
*
```

Here is the ion C6H10N with charge +1 from the OMol25 dataset. Energies are from wB97M-V/def2-TZVPD.

Properties
Max |F|: 4.280 eV Å⁻¹
Orbital gap: 9.706 eV
LUMO level: -4.49 eV
Highest occupied orbital energy: -14.198 eV
SMILES string: CC[N@+]12C=C[C@H]1C2
Relative energy (zero: lowest compared OMol25 entry of this formula, charge and spin): 3.2070 eV

```
! wB97M-V def2-TZVPD RIJCOSX def2/J DEFGRID3
* xyz 1 1
C -0.55174 0.15375 2.15573
C -0.83824 -0.45430 0.77558
N 0.17841 0.14856 -0.13560
C -0.24928 1.16074 -1.12194
C 0.13708 0.57379 -2.23751
C 0.50383 -0.72744 -1.64444
C 1.44081 -0.43640 -0.51475
H 0.18035 -0.30553 2.89687
H -0.54880 1.26020 2.10788
H -1.43395 -0.02739 2.68527
H -1.76313 -0.22887 0.24556
H -0.71287 -1.55886 0.89631
H -0.71473 2.11566 -0.76309
H 0.09781 0.98749 -3.20769
H 0.01915 -1.65433 -1.69041
H 1.91727 -1.22752 0.07591
H 2.33802 0.22045 -0.52367
*
```

Here is a structure of composition C4H7NO from the OMol25 dataset. Energies are from wB97M-V/def2-TZVPD.

Properties
Max |F|: 0.670 eV Å⁻¹
Orbital gap (spin up / spin down): 7.335 / 7.332 eV
LUMO level (spin up / spin down): -0.21 / -0.21 eV
Highest occupied orbital energy (spin up / spin down): -7.547 / -7.546 eV
Relative energy (zero: lowest compared OMol25 entry of this formula, charge and spin): 5.3879 eV

```
! wB97M-V def2-TZVPD RIJCOSX def2/J DEFGRID3
* xyz 0 1
C 0.33539 -1.68363 0.16271
N -0.09980 -0.31561 0.31510
C -1.16596 0.33330 -0.32126
C -0.70518 1.56499 0.37407
O -1.06250 2.68663 0.57980
C 0.52067 0.70969 0.85378
H 0.86205 -1.77286 -0.79026
H 0.99916 -1.95403 0.98355
H -0.53655 -2.33773 0.15693
H 0.38750 0.97167 -1.69099
H -2.14571 -0.11340 -0.43453
H 1.52689 0.77020 1.24175
H 1.08404 1.14081 -1.43063
*
```

Here is a cluster of 2 separate species, C6H15NO in total from the OMol25 dataset. Energies are from wB97M-V/def2-TZVPD.

Properties
Max |F|: 6.572 eV Å⁻¹
Orbital gap: 8.527 eV
LUMO level: 0.69 eV
Highest occupied orbital energy: -7.834 eV
SMILES string: CC/C(C)=C(/C)N.O
Relative energy (zero: lowest compared OMol25 entry of this formula, charge and spin): 3.5075 eV

```
! wB97M-V def2-TZVPD RIJCOSX def2/J DEFGRID3
* xyz 0 1
C 0.57286 0.02662 3.16859
C -0.68184 -0.15384 2.23343
C -0.49438 -0.26788 0.73670
C 0.32018 -1.45038 0.22816
C -1.02993 0.55602 -0.21363
C -1.14167 0.40236 -1.62498
N -1.87871 1.63736 0.36479
H 0.44684 -0.38023 4.22008
H 0.91383 1.06572 3.10135
H 1.45750 -0.22126 2.50707
H -1.34421 -0.92487 2.64374
H -1.29481 0.72883 2.30171
H 0.80377 -1.21249 -0.84126
H 1.20030 -1.46798 0.88549
H -0.26649 -2.49070 0.03375
H -1.96512 -0.28805 -2.01153
H -1.14011 1.22418 -2.21242
H -0.26821 -0.17255 -2.01025
H -1.78153 1.94148 1.32139
H -2.82466 1.60440 0.05082
O 3.48343 -0.60578 -3.94656
H 2.99571 -0.77346 -4.67553
H 3.07938 0.07432 -3.46502
*
```

Here is a structure of composition C2H15BeO13 from the OMol25 dataset. Energies are from wB97M-V/def2-TZVPD.

Properties
Max |F|: 11.839 eV Å⁻¹
Orbital gap: 5.887 eV
LUMO level: 2.10 eV
Highest occupied orbital energy: -3.783 eV
Relative energy (zero: lowest compared OMol25 entry of this formula, charge and spin): 0.1424 eV

```
! wB97M-V def2-TZVPD RIJCOSX def2/J DEFGRID3
* xyz -1 1
Be 0.13958 2.19295 0.33898
C 0.77356 0.34726 -0.85316
O -0.20490 0.02988 -0.14088
O 1.16277 -0.37970 -1.85439
O 1.19451 1.48713 -0.68801
H 0.82099 -1.24687 -1.91469
C -1.15017 3.81640 0.26485
O 0.14025 3.73125 0.00639
O -1.38627 2.62612 0.31992
O -1.62129 4.59763 -0.61028
O 0.60234 1.96321 1.89580
H 1.00494 2.60711 2.46981
H 0.07777 1.38899 2.46765
O 1.23008 -1.33455 2.01599
H 1.75937 -1.23190 2.76363
H 0.33552 -1.18997 2.29505
O 1.05784 -3.10383 -0.55713
H 1.55194 -2.32315 -0.27668
H 0.31465 -3.01316 0.05561
O -1.27101 0.17825 2.70961
H -2.01029 -0.02019 2.15052
H -1.37100 -0.50376 3.36775
O -0.51484 2.46025 -2.81630
H 0.35652 2.16826 -2.50723
H -0.43235 3.31798 -3.19884
O 0.23623 -4.52243 -2.68850
H 0.40854 -3.95824 -3.38840
H 0.45563 -4.01358 -1.90739
O -1.36175 -2.15595 0.47007
H -0.90761 -1.35478 0.22358
H -1.39154 -2.56060 -0.41332
*
```